The following is a DFT calculation (ωB97M-V/def2-TZVPD) of a structure of composition C40H49AsN6O5P2PdSSe.

Cartesian coordinates (Å):
Pd  0.3244  -0.0173  -0.5949
C  -4.0999  3.2101  2.1185
C  -3.5999  1.9543  2.4387
C  -2.3448  1.5756  1.9995
C  -1.5802  2.4546  1.2355
C  -2.0810  3.7096  0.9149
C  -3.3412  4.0852  1.3590
P  0.0749  1.9066  0.7461
C  0.8570  3.3249  -0.0623
C  1.9083  4.0669  0.4632
C  2.4620  5.1016  -0.2778
C  1.9700  5.3947  -1.5414
C  0.9265  4.6484  -2.0729
C  0.3721  3.6092  -1.3428
C  0.8440  1.7063  2.3878
C  1.3780  0.4860  2.7743
C  1.8933  0.3150  4.0541
C  1.8683  1.3640  4.9610
C  1.3131  2.5838  4.5888
C  0.7993  2.7511  3.3136
H  -5.0866  3.5005  2.4557
H  -4.1967  1.2651  3.0232
H  -1.9616  0.5903  2.2291
H  -1.5041  4.3896  0.3043
H  -3.7328  5.0595  1.0974
H  2.3074  3.8342  1.4422
H  3.2809  5.6784  0.1327
H  2.4040  6.2033  -2.1155
H  0.5438  4.8714  -3.0602
H  -0.4507  3.0237  -1.7488
H  1.3499  -0.3376  2.0720
H  2.3022  -0.6450  4.3524
H  2.2623  1.2288  5.9602
H  1.2692  3.3993  5.2985
H  0.3354  3.6917  3.0400
O  -3.7998  -0.3269  -1.8710
Se  -2.3890  0.4408  -1.7646
O  -1.6380  -0.2138  -0.3174
O  -1.2927  0.0161  -2.8998
O  -2.4531  2.0468  -1.6094
C  4.9058  -1.9559  -0.6740
As  3.7459  -0.9440  0.4899
C  4.9495  -0.0010  1.6545
C  2.7516  -2.1590  1.6104
S  2.6040  0.5255  -0.5306
H  5.3513  -2.7836  -0.1235
H  5.6844  -1.2800  -1.0237
H  4.3495  -2.3295  -1.5297
H  5.6038  -0.6989  2.1756
H  4.3460  0.5598  2.3670
H  5.5380  0.6893  1.0536
H  3.1796  -3.1584  1.5499
H  1.7052  -2.1806  1.3049
H  2.8281  -1.7888  2.6317
C  2.0314  -3.8365  -3.8073
N  1.1357  -2.8527  -4.3997
C  -0.1962  -3.4477  -4.5471
N  -0.7301  -4.0176  -3.3101
C  0.2287  -4.9713  -2.7748
N  1.5568  -4.4018  -2.5428
C  1.5027  -3.3847  -1.4877
P  0.3975  -1.9511  -1.9116
C  1.0747  -1.6315  -3.5966
C  -1.0803  -2.9879  -2.3304
H  3.0095  -3.3740  -3.6494
H  2.1515  -4.6621  -4.5124
H  -0.1274  -4.2516  -5.2835
H  -0.8847  -2.6870  -4.9151
H  0.3375  -5.7886  -3.4916
H  -0.1542  -5.3779  -1.8363
H  2.5195  -3.0356  -1.2918
H  1.1311  -3.8494  -0.5694
H  2.0773  -1.2045  -3.4948
H  0.4358  -0.8901  -4.0707
H  -1.8651  -2.3401  -2.7129
H  -1.4399  -3.4817  -1.4254
C  -3.6528  -7.3714  3.1592
C  -3.4508  -6.1811  4.0568
C  -4.5265  -5.4183  4.4962
C  -4.3342  -4.2906  5.2788
C  -3.0540  -3.9159  5.6631
N  -2.8952  -2.7631  6.4717
C  -1.8465  -1.8761  6.5145
O  -1.6328  -1.1899  7.4973
N  -1.0348  -1.8000  5.3991
C  -1.4246  -2.0451  4.0562
C  -2.6897  -1.7528  3.5601
C  -2.9407  -1.9903  2.2236
C  -1.9158  -2.4755  1.4202
N  -0.7000  -2.7598  1.8822
C  -0.4855  -2.5702  3.1827
C  -1.9704  -4.6862  5.2585
C  -2.1738  -5.7948  4.4542
H  -4.6747  -7.7435  3.2208
H  -2.9772  -8.1851  3.4244
H  -3.4582  -7.1079  2.1174
H  -5.5328  -5.6984  4.2080
H  -5.1801  -3.6880  5.5876
H  -3.4803  -2.6885  7.2887
H  -0.3293  -1.0869  5.5232
H  -3.4500  -1.3402  4.2120
H  -3.8978  -1.7562  1.7775
H  -2.0893  -2.6042  0.3631
H  0.4973  -2.8330  3.5673
H  -0.9708  -4.4118  5.5700
H  -1.3187  -6.3810  4.1374

HOMO level: -8.28 eV
Multiplicity: 1
Largest force on an atom: 1.147 eV/Å
Energy above the lowest of the compared OMol25 structures with the same formula, charge and spin: 1.567 eV
Kohn-Sham gap: 0.2988 Ha